Entry 1:
{
  "formula": "C9H18Cl2OOsS",
  "method": "wB97M-V/def2-TZVPD",
  "de_lowest_kcal_mol": 0.0,
  "total_charge": 0,
  "lumo_ev": [0.32, -0.64],
  "homo_lumo_gap_ev": [5.963, 7.928],
  "max_force_ha_per_bohr": 0.1256,
  "spin_multiplicity": 5,
  "elements": ["Os", "Cl", "Cl", "C", "H", "H", "C", "C", "H", "C", "H", "C", "H", "H", "C", "H", "H", "C", "H", "H", "H", "H", "C", "S", "C", "O", "H", "H", "H", "H", "H", "H"],
  "xyz": [[1.697, -0.146, 0.147], [0.910, -2.206, -0.510], [2.092, 1.928, 1.039], [3.216, -0.874, 0.778], [4.075, -0.323, 1.254], [3.481, -1.957, 0.593], [-1.017, 1.200, -1.161], [0.214, 0.816, -1.525], [-1.105, 1.760, -0.226], [0.512, -0.020, -2.762], [1.076, 1.463, -1.212], [-0.627, 0.018, -3.796], [1.466, 0.295, -3.207], [0.664, -1.077, -2.466], [-1.989, -0.106, -3.115], [-0.536, 0.941, -4.388], [-0.500, -0.817, -4.491], [-2.218, 0.950, -1.994], [-2.776, -0.024, -3.871], [-2.057, -1.104, -2.660], [-2.558, 1.889, -2.451], [-3.087, 0.624, -1.397], [-0.305, 1.000, 3.801], [0.908, -0.237, 3.313], [0.004, -1.599, 4.089], [0.561, -0.540, 1.809], [-0.125, 1.189, 4.871], [-1.304, 0.563, 3.648], [-0.164, 1.909, 3.205], [-1.053, -1.457, 3.824], [0.382, -2.547, 3.689], [0.164, -1.513, 5.172]]
}


Entry 2:
{
  "formula": "C17H53ClN13O12",
  "method": "wB97M-V/def2-TZVPD",
  "de_lowest_kcal_mol": 0.0,
  "total_charge": -1,
  "lumo_ev": 2.05,
  "homo_lumo_gap_ev": 8.774,
  "max_force_ha_per_bohr": 0.0817,
  "elements": ["Cl", "O", "O", "O", "O", "C", "C", "C", "O", "C", "N", "H", "H", "H", "H", "H", "H", "H", "H", "H", "H", "H", "C", "C", "C", "O", "C", "N", "H", "H", "H", "H", "H", "H", "H", "H", "H", "H", "H", "C", "C", "C", "O", "C", "N", "H", "H", "H", "H", "H", "H", "H", "H", "H", "H", "H", "C", "O", "N", "N", "H", "H", "H", "H", "C", "O", "N", "N", "H", "H", "H", "H", "C", "O", "N", "N", "H", "H", "H", "H", "C", "O", "N", "N", "H", "H", "H", "H", "C", "O", "N", "N", "H", "H", "H", "H"],
  "xyz": [[-0.351, 0.873, 0.688], [-0.604, 2.334, 0.589], [-0.604, 0.333, -0.603], [1.000, 0.577, 1.106], [-1.236, 0.427, 1.677], [1.165, 0.960, -6.764], [-0.078, 0.557, -6.018], [-1.054, -0.080, -7.043], [-1.122, 0.732, -8.171], [-1.441, 0.045, -9.317], [0.101, -0.327, -4.883], [1.724, -0.002, -7.139], [1.892, 1.473, -6.112], [0.945, 1.621, -7.605], [-0.578, 1.407, -5.606], [-2.093, -0.187, -6.685], [-0.671, -1.113, -7.270], [-1.637, 0.774, -10.080], [-2.266, -0.615, -9.187], [-0.522, -0.479, -9.668], [0.850, 0.026, -4.262], [0.398, -1.252, -5.243], [-1.168, 4.490, 3.780], [0.254, 4.164, 4.312], [0.244, 2.636, 4.625], [-0.909, 2.246, 5.337], [-0.939, 0.802, 5.383], [1.426, 4.435, 3.457], [-1.848, 4.330, 4.636], [-1.448, 3.774, 2.975], [-1.239, 5.523, 3.298], [0.426, 4.761, 5.190], [1.126, 2.348, 5.191], [0.313, 2.117, 3.676], [-1.117, 0.516, 4.322], [-1.738, 0.660, 6.095], [0.036, 0.437, 5.704], [1.281, 4.005, 2.531], [1.466, 5.409, 3.253], [2.883, -0.772, 3.857], [2.342, -2.153, 3.380], [0.913, -2.301, 3.709], [0.583, -2.180, 5.141], [0.506, -3.462, 5.811], [2.450, -2.334, 1.885], [2.806, 0.030, 3.126], [3.882, -0.840, 4.328], [2.182, -0.460, 4.679], [2.843, -2.895, 4.026], [0.486, -3.239, 3.279], [0.307, -1.480, 3.377], [-0.040, -4.212, 5.229], [0.062, -3.327, 6.796], [1.468, -3.852, 5.910], [2.250, -3.205, 1.454], [1.906, -1.591, 1.449], [-4.355, 1.003, -0.172], [-5.514, 0.735, 0.241], [-3.488, 0.167, -0.785], [-3.804, 2.314, -0.098], [-3.940, -0.703, -1.004], [-2.485, 0.229, -0.642], [-2.805, 2.236, -0.051], [-4.189, 2.854, 0.657], [2.501, 2.318, -2.994], [3.464, 1.570, -2.972], [1.471, 2.213, -2.116], [2.427, 3.417, -3.848], [1.020, 3.080, -1.832], [1.625, 1.557, -1.303], [1.478, 3.662, -4.129], [3.039, 3.288, -4.641], [-4.827, -1.431, 3.099], [-5.035, -1.735, 4.256], [-3.601, -0.980, 2.627], [-5.814, -1.616, 2.115], [-2.840, -0.617, 3.184], [-3.464, -0.578, 1.740], [-6.680, -1.512, 2.639], [-5.733, -0.963, 1.310], [-0.030, -3.711, 0.180], [-0.940, -4.022, 0.952], [0.105, -2.668, -0.634], [1.034, -4.550, -0.073], [1.049, -2.579, -0.906], [-0.727, -2.055, -0.562], [1.790, -4.180, -0.670], [1.146, -5.314, 0.558], [3.708, -2.276, -2.126], [2.998, -3.282, -1.887], [4.195, -1.393, -1.181], [3.932, -1.876, -3.400], [3.806, -1.552, -0.259], [4.174, -0.445, -1.335], [4.272, -0.974, -3.581], [3.219, -2.089, -3.967]]
}


Entry 3:
{
  "formula": "C39H62IO13",
  "method": "wB97M-V/def2-TZVPD",
  "total_charge": -1,
  "lumo_ev": 1.68,
  "homo_lumo_gap_ev": 6.614,
  "max_force_ha_per_bohr": 0.0681,
  "elements": ["C", "C", "C", "I", "C", "C", "C", "C", "C", "C", "O", "C", "C", "O", "C", "O", "C", "C", "C", "C", "O", "C", "C", "C", "C", "C", "C", "C", "C", "C", "O", "O", "C", "C", "O", "H", "H", "H", "H", "H", "H", "H", "H", "H", "H", "H", "H", "H", "H", "H", "H", "H", "H", "H", "H", "H", "H", "H", "H", "H", "H", "H", "H", "H", "H", "H", "H", "H", "H", "C", "O", "C", "C", "O", "C", "C", "O", "C", "H", "H", "H", "H", "H", "H", "H", "H", "H", "H", "H", "H", "H", "H", "C", "O", "C", "C", "O", "C", "C", "O", "C", "H", "H", "H", "H", "H", "H", "H", "H", "H", "H", "H", "H", "H", "H"],
  "xyz": [[3.796, 0.447, 2.955], [5.285, 0.065, 2.510], [5.171, -0.329, 0.979], [7.109, -0.292, -0.057], [4.390, -1.662, 0.741], [4.810, -2.904, 1.149], [6.160, -3.161, 1.885], [7.184, -4.042, 1.053], [8.487, -4.438, 1.845], [9.150, -3.256, 2.658], [9.287, -2.047, 1.898], [9.299, -0.918, 2.693], [10.361, 0.196, 2.340], [8.546, -0.689, 3.605], [3.856, -4.114, 0.851], [4.250, -5.236, 0.613], [2.328, -3.786, 0.859], [1.309, -4.734, 1.269], [-0.109, -4.350, 1.216], [-0.579, -3.038, 0.804], [-1.894, -2.632, 0.720], [-2.642, -2.851, 1.927], [-2.981, -1.500, 2.716], [-2.296, -1.644, 4.144], [-2.414, -0.231, 1.982], [-2.870, 1.162, 2.586], [-4.263, 1.143, 3.330], [-2.902, 2.193, 1.371], [0.453, -2.050, 0.394], [0.081, -0.586, -0.065], [-0.532, -0.339, -1.117], [0.485, 0.372, 0.723], [1.877, -2.433, 0.419], [3.032, -1.481, -0.033], [2.960, -0.678, -0.924], [3.742, 0.502, 4.080], [3.058, -0.358, 2.667], [3.486, 1.409, 2.477], [5.588, -0.782, 3.170], [5.941, 0.966, 2.588], [4.591, 0.509, 0.499], [6.705, -2.233, 2.186], [5.947, -3.715, 2.850], [6.655, -4.998, 0.789], [7.423, -3.537, 0.081], [8.312, -5.281, 2.573], [9.250, -4.813, 1.110], [10.175, -3.626, 2.962], [8.568, -3.149, 3.608], [9.925, 1.163, 2.719], [11.327, 0.054, 2.884], [10.477, 0.334, 1.232], [1.599, -5.761, 1.603], [-0.867, -5.109, 1.523], [-2.180, -3.568, 2.651], [-3.624, -3.316, 1.611], [-4.091, -1.504, 2.868], [-1.205, -1.916, 4.054], [-2.782, -2.520, 4.664], [-2.466, -0.737, 4.776], [-1.291, -0.275, 2.102], [-2.612, -0.245, 0.882], [-2.090, 1.542, 3.294], [-4.994, 0.404, 2.913], [-4.177, 1.010, 4.447], [-4.726, 2.160, 3.181], [-2.503, 3.204, 1.655], [-2.215, 1.812, 0.558], [-3.921, 2.257, 0.897], [-5.337, -0.877, -0.777], [-6.461, -0.021, -0.693], [-6.199, 1.281, -1.198], [-7.469, 1.907, -1.750], [-7.867, 1.392, -3.021], [-8.369, 0.059, -3.045], [-9.756, -0.089, -2.437], [-9.698, -0.015, -1.019], [-10.854, 0.574, -0.456], [-4.554, -0.549, -0.086], [-5.654, -1.884, -0.507], [-4.944, -0.906, -1.799], [-5.440, 1.247, -1.987], [-5.826, 1.889, -0.366], [-7.268, 2.969, -1.924], [-8.290, 1.861, -1.033], [-7.657, -0.638, -2.602], [-8.444, -0.203, -4.104], [-10.162, -1.075, -2.698], [-10.412, 0.686, -2.845], [-11.043, 1.556, -0.905], [-10.673, 0.716, 0.609], [-11.721, -0.078, -0.592], [-0.210, 5.474, -6.772], [0.571, 4.929, -5.735], [0.834, 5.862, -4.695], [1.011, 5.150, -3.362], [-0.205, 4.704, -2.775], [-0.860, 3.603, -3.410], [-0.156, 2.270, -3.215], [1.010, 2.186, -4.021], [2.006, 1.403, -3.393], [0.360, 6.232, -7.324], [-0.484, 4.667, -7.452], [-1.132, 5.916, -6.377], [0.019, 6.589, -4.610], [1.762, 6.389, -4.953], [1.420, 5.877, -2.651], [1.738, 4.339, -3.428], [-1.047, 3.812, -4.465], [-1.839, 3.533, -2.929], [-0.825, 1.459, -3.526], [0.089, 2.139, -2.157], [2.211, 1.780, -2.386], [2.923, 1.480, -3.979], [1.691, 0.359, -3.347]]
}